# C35H71BrNO10

A 10-piece molecular cluster, C35H71BrNO10 overall at a distorted geometry (wB97M-V/def2-TZVPD, the Open Molecules 2025 dataset).

The value obtained for the HOMO-LUMO gap is 7.1 eV. As for the charge: +1. The calculation puts the energy at -129446.6822 eV. As for the HOMO energy: -10.2 eV.

The geometry in XYZ format:
```
118
C35H71BrNO10 wB97M-V/def2-TZVPD
C 4.4983 6.3801 0.1619
C 4.9930 4.9546 -0.2707
C 6.5192 4.8727 0.1394
C 4.2513 3.8634 0.5492
C 2.8713 3.4242 -0.0425
Br 2.8776 1.4270 -0.0591
C 1.6868 3.7833 0.8814
N 1.4063 5.2501 0.8064
C 1.2214 5.6733 -0.6230
C 1.5488 4.5666 -1.6464
O 2.7266 3.8203 -1.3810
H 4.0704 6.3292 1.1716
H 5.3288 7.0925 0.1439
H 3.7856 6.7354 -0.5971
H 4.9700 4.8009 -1.3492
H 6.8330 5.7293 0.7419
H 7.1169 4.8709 -0.7828
H 6.7598 3.9323 0.6488
H 4.9048 2.9936 0.6533
H 4.1348 4.2520 1.5760
H 0.7759 3.2064 0.6935
H 1.9768 3.5641 1.9172
H 0.5341 5.4148 1.3049
H 2.1163 5.7924 1.2981
H 0.1560 5.9042 -0.7498
H 1.7411 6.6163 -0.7927
H 0.6871 3.9081 -1.8339
H 1.7197 5.0873 -2.5955
C 0.5288 -2.4379 3.7168
C 0.2917 -0.9667 3.5271
O -0.0233 -0.2458 4.4513
C 0.4586 -0.4158 2.1367
H 0.3725 -2.6980 4.7613
H -0.1704 -3.0098 3.1068
H 1.5548 -2.6883 3.4392
H -0.2450 -0.8992 1.4575
H 1.4815 -0.5798 1.7940
H 0.2568 0.6558 2.1461
C 4.7806 -3.3891 -1.7197
C 4.4920 -2.7143 -0.4071
O 3.6424 -3.1292 0.3506
C 5.3032 -1.4907 -0.0648
H 4.1255 -4.2506 -1.8327
H 4.5995 -2.7018 -2.5404
H 5.8168 -3.7285 -1.7446
H 5.1412 -0.7158 -0.8164
H 6.3630 -1.7449 -0.0159
H 4.9880 -1.1115 0.9071
C -4.3673 2.1869 1.4873
C -3.2701 1.2971 2.0094
O -2.9819 0.2579 1.4570
C -2.5391 1.7474 3.2485
H -4.8036 1.7390 0.5969
H -5.1463 2.2985 2.2423
H -3.9660 3.1640 1.2260
H -3.2379 1.8418 4.0809
H -2.0508 2.7075 3.0632
H -1.7805 1.0108 3.5099
C -1.1505 -7.2865 2.6811
C -1.5993 -5.8643 2.8861
O -1.1879 -5.2011 3.8134
C -2.5798 -5.3049 1.8939
H -0.4474 -7.5616 3.4658
H -2.0119 -7.9560 2.7259
H -0.6553 -7.3847 1.7136
H -3.4956 -5.8954 1.9127
H -2.1470 -5.3174 0.8915
H -2.8184 -4.2755 2.1602
C 2.0892 8.4436 -4.2822
C 0.9091 8.6534 -3.3721
O 0.4018 7.7271 -2.7702
C 0.3814 10.0549 -3.2381
H 2.3639 7.3897 -4.2860
H 1.8325 8.7430 -5.2990
H 2.9399 9.0288 -3.9296
H 0.0523 10.4229 -4.2107
H 1.1591 10.7088 -2.8406
H -0.4662 10.0601 -2.5551
C -5.9677 6.9047 -0.3559
C -5.4483 5.5076 -0.5706
O -5.5631 4.6549 0.2803
C -4.7809 5.2127 -1.8891
H -6.4220 6.9741 0.6306
H -5.1471 7.6218 -0.4177
H -6.7215 7.1416 -1.1082
H -3.9086 5.8567 -2.0180
H -5.4834 5.3768 -2.7072
H -4.4580 4.1728 -1.9071
C -6.8982 -6.3405 4.0141
C -5.4772 -6.8183 3.8846
O -5.0163 -7.1385 2.8096
C -4.6508 -6.8824 5.1410
H -7.3727 -6.3450 3.0344
H -7.4545 -7.0035 4.6784
H -6.9138 -5.3236 4.4092
H -5.1104 -7.5687 5.8539
H -4.5697 -5.8888 5.5842
H -3.6512 -7.2417 4.9014
C 6.3709 -2.9732 -6.6725
C 5.2386 -3.4324 -5.7928
O 5.2844 -3.3058 -4.5889
C 4.0471 -4.0562 -6.4693
H 7.1590 -2.5462 -6.0549
H 6.7778 -3.8195 -7.2278
H 6.0163 -2.2114 -7.3687
H 4.3545 -4.9489 -7.0159
H 3.5926 -3.3410 -7.1567
H 3.3114 -4.3392 -5.7187
C -4.6957 -9.3009 0.6905
C -5.0277 -9.8249 -0.6823
O -5.7540 -9.2130 -1.4310
C -4.4188 -11.1429 -1.0872
H -5.1979 -8.3522 0.8477
H -5.0344 -10.0077 1.4502
H -3.6184 -9.1472 0.7790
H -4.7442 -11.9291 -0.4041
H -3.3300 -11.0699 -1.0738
H -4.7418 -11.3969 -2.0953
```

---

# C4H24NO12

A 10-piece molecular cluster, C4H24NO12 overall at a distorted geometry (wB97M-V/def2-TZVPD, the Open Molecules 2025 dataset).

The value obtained for the HOMO-LUMO gap (alpha / beta) is 9.9 / 4.8 eV. As for the expectation value of S²: 0.76. The spin multiplicity is 2. The calculation puts the energy at -30594.1958 eV. As for the HOMO energy (alpha / beta): -10.3 / -10.3 eV.

The geometry in XYZ format:
```
41
C4H24NO12 wB97M-V/def2-TZVPD
C -2.4623 -0.3775 -1.2616
N -1.5026 0.1598 -2.0506
C -1.6210 1.4944 -2.6162
C -0.3150 -0.5613 -2.4413
C 0.8060 -0.2671 -1.3593
O 1.0855 0.9542 -1.1744
O 1.4352 -1.2370 -0.9726
O -3.3843 0.2252 -0.7507
H -2.4549 -1.4676 -1.1886
H -1.4886 1.4805 -3.6931
H -2.6108 1.8046 -2.2924
H -1.0243 2.2985 -2.1646
H -0.5304 -1.5843 -2.6330
H 0.0410 -0.2161 -3.4279
H 1.5289 -0.5267 3.3961
H 1.6884 -0.3242 1.8974
O 1.3551 -0.9866 2.5674
H -0.4374 3.4172 0.8053
H 0.8590 3.4734 -0.0840
O 0.2042 3.9994 0.3851
H 3.2378 -1.0990 1.0582
H 3.0703 -0.0674 0.1514
O 3.3369 -0.1275 1.0917
H 0.9930 0.8212 1.3696
H 0.9548 2.3358 1.5373
O 1.0230 1.5070 2.0225
H -3.3058 -1.8641 1.5414
H -3.1642 -0.4101 1.2391
O -2.8129 -1.0889 1.8369
H -0.4803 -1.4345 3.4790
H -1.8773 -0.9802 3.1925
O -1.2829 -1.1801 3.9570
H 2.9424 2.1956 -0.4240
H 2.1920 2.3139 -1.7858
O 2.9928 2.5728 -1.3119
H 0.6586 -3.2703 -0.1849
H 0.6598 -3.5499 -1.6573
O 0.8362 -3.9848 -0.8205
H 0.2814 -1.2799 0.6758
H -0.9383 -1.3225 1.4004
O -0.4892 -1.8458 0.6905
```